Below is 2 unconnected molecules or ions with the total composition C18H29N8O5S2 at a distorted geometry, with properties calculated with the ωB97M-V functional and the def2-TZVPD basis.

The geometry in XYZ format:
```
62
Properties=species:S:1:pos:R:3:forces:R:3
O 0.007146 -3.277582 5.453327 -0.189 0.191 0.218
O -0.268706 6.155006 -1.558108 0.195 -0.181 -1.112
O -0.849323 -7.511955 5.385358 -0.318 0.275 -0.400
O 2.553010 -0.670875 -2.838190 0.153 2.272 0.866
O 1.648047 -0.647323 -0.554767 -0.332 1.987 -1.132
N 1.140388 3.776242 -1.884845 0.164 -0.254 0.243
N 1.564242 2.548241 -1.478961 -0.754 -0.446 -0.701
S 0.025332 2.148724 -3.486192 -0.170 0.001 0.076
C -0.059761 -4.428239 5.056489 2.070 0.823 0.663
C -0.256019 6.164732 -2.777238 -0.625 1.460 2.865
C -1.576605 -7.325024 4.421872 1.306 -0.018 1.014
C 0.309579 3.776330 -2.895197 0.713 0.125 0.232
C 1.067945 1.581176 -2.204045 -0.021 0.616 0.265
C 0.407947 -3.870180 1.658396 -0.559 -0.449 -0.252
C -0.562719 -4.828761 1.515156 0.620 -0.210 0.966
C -0.937638 -3.235266 0.018967 0.382 0.208 0.276
N -0.195445 4.957425 -3.458330 0.339 -1.319 -0.879
N 0.165678 -2.885580 0.713188 -0.966 -0.950 -0.077
N -2.423537 -8.265035 3.983022 -0.607 -0.296 -0.818
N -1.160676 -4.790219 4.386364 -1.705 -1.759 -0.987
N 0.247730 -1.081815 -2.516444 -1.632 1.354 0.536
N -1.402107 -4.413301 0.493878 1.014 0.962 0.161
C 1.134674 -5.338620 5.271036 -0.352 0.068 -0.035
C -2.569250 -9.585075 4.601232 0.233 0.162 0.276
C 2.171183 8.949820 -3.307173 -0.070 -0.077 0.102
C 1.202899 8.903582 -2.120683 -0.045 -0.091 -0.204
C 1.972965 7.766042 -4.258308 -0.122 0.233 0.006
C -0.256179 8.733251 -2.580386 0.145 -0.506 0.491
C 0.511260 7.657391 -4.712449 0.167 -0.184 0.094
C -0.446894 7.508916 -3.513665 0.537 0.025 -0.594
C -0.687290 -6.108731 2.324561 -0.118 -0.067 -0.473
C -1.525880 -6.003294 3.621079 -0.132 1.025 0.071
S 1.519284 -0.163893 -1.939906 1.698 -4.123 0.101
H 1.220680 -3.880412 2.378947 -0.171 0.321 -0.362
H -1.373343 -2.648141 -0.786159 0.174 -0.202 0.259
H -0.353764 4.984916 -4.456497 0.096 -0.187 0.101
H 0.742855 -2.047599 0.548356 -0.323 -0.146 -0.227
H -3.011652 -8.054646 3.195053 -0.074 -0.013 0.051
H -1.858258 -4.062588 4.425303 -0.047 -0.043 -0.025
H 0.692610 -1.972854 -2.703898 0.165 -0.052 -0.209
H -0.016916 -0.660379 -3.394897 -0.356 -0.288 -0.487
H -2.215656 -4.913535 0.156818 0.164 0.213 -0.035
H 0.971314 -5.916022 6.179990 -0.011 -0.136 -0.157
H 1.288224 -6.015416 4.440315 0.041 -0.357 -0.012
H 2.023612 -4.724863 5.410353 -0.192 0.114 -0.053
H -3.132872 -9.499623 5.533260 0.070 -0.069 -0.072
H -3.091497 -10.266838 3.927560 0.062 0.262 -0.008
H -1.584958 -10.001024 4.832403 -0.145 0.138 -0.045
H 3.201599 8.954371 -2.937444 -0.093 0.082 -0.091
H 2.014026 9.881780 -3.860096 0.050 -0.009 -0.032
H 1.484064 8.078406 -1.459126 -0.112 0.051 -0.023
H 1.295038 9.828095 -1.541738 -0.048 -0.130 -0.016
H 2.277638 6.842201 -3.755078 0.008 -0.047 -0.006
H 2.619405 7.892148 -5.132667 -0.055 -0.121 0.081
H -0.905823 8.645721 -1.702637 0.089 -0.039 -0.185
H -0.564188 9.638337 -3.114263 -0.043 -0.197 -0.160
H 0.246759 8.559892 -5.274567 -0.075 -0.133 0.056
H 0.402331 6.809837 -5.395504 -0.017 0.055 -0.147
H -1.475003 7.523237 -3.885929 -0.085 -0.140 -0.002
H -1.128952 -6.874918 1.685437 0.029 -0.135 -0.022
H 0.316238 -6.460072 2.563601 0.022 0.097 -0.039
H -2.554792 -5.836121 3.304066 -0.143 0.252 0.008
```
Positions in Å, forces in eV/Å.

HOMO level = -0.4342 hartree
Charge = +1
Calculated total energy = -2313.681547 Eh
Molecular weight = 501.61 g mol⁻¹
Gap between HOMO and LUMO = 9.0 eV

Formally, the Löwdin partial charges of the atoms, in units of the elementary charge, are as follows: 0.0463, 0.0980, 0.0828, -0.3115, -0.3378, 0.0493, 0.0202, 1.0792, -0.5496, -0.3973, -0.4536, -0.5523, -0.6460, 0.0339, -0.1883, -0.0360, 0.1175, 0.1440, 0.0164, 0.1128, -0.0925, 0.1604, 0.0109, -0.0421, -0.1996, -0.1883, -0.1906, -0.1480, -0.1662, -0.2197, -0.0582, -0.1891, 0.6591, 0.1529, 0.1469, 0.1405, 0.1363, 0.1308, 0.1514, 0.0742, 0.0361, 0.1839, 0.0901, 0.0592, 0.0906, 0.0935, 0.0884, 0.0924, 0.1118, 0.1140, 0.1108, 0.1131, 0.1125, 0.1123, 0.1156, 0.1209, 0.1232, 0.0979, 0.1474, 0.1233, 0.1225, 0.1435



Below is a gas-phase ion, C5H11O (charge -1) at a distorted geometry, with properties calculated with the ωB97M-V functional and the def2-TZVPD basis.

The geometry in XYZ format:
```
17
Properties=species:S:1:pos:R:3:forces:R:3
C 0.360251 -0.502237 1.811957 -0.024 -1.217 0.852
C -0.238395 0.141722 0.556933 1.766 -2.418 0.524
C -1.391250 -0.563886 -0.020503 -0.566 -5.507 1.092
C 0.881188 0.161199 -0.440357 -0.864 5.679 0.268
C 0.511465 0.848693 -1.791082 -0.536 -1.311 0.347
O 0.129285 2.069337 -1.677729 -0.811 3.314 0.647
H -0.270757 -0.088032 2.616993 0.437 -0.796 0.444
H 0.354349 -1.649334 1.796606 -0.208 1.475 0.087
H 1.434086 -0.212269 1.996387 -1.122 -0.030 -0.274
H -0.510319 1.079227 0.948107 -0.354 1.683 -0.559
H -1.146512 -1.603920 -0.556815 0.124 2.323 0.713
H -1.976920 -0.031784 -0.639628 -1.336 2.233 -2.780
H -2.199454 -0.978595 0.618658 0.563 0.447 0.945
H 1.559439 0.952400 0.052521 -0.138 -1.225 -1.040
H 1.384407 -0.692073 -0.662352 1.285 -3.118 -0.003
H -0.359468 0.313566 -2.317169 1.154 -0.945 0.038
H 1.478606 0.755984 -2.292527 0.631 -0.587 -1.301
```
Positions in Å, forces in eV/Å.

HOMO level = -0.0718 hartree
Charge = -1
SMILES string = CC(C)CC[O-]
Calculated total energy = -272.271789 Eh
Molecular weight = 87.14 g mol⁻¹
Gap between HOMO and LUMO = 6.0 eV
Energy above the lowest of the compared OMol25 structures with the same formula, charge and spin = 1.5058 eV

Formally, the Löwdin partial charges of the atoms, in units of the elementary charge, are as follows: -0.1178, -0.4839, -0.1179, -0.2189, -0.6206, -0.3217, 0.0607, 0.0862, 0.0736, 0.1130, 0.1271, 0.0208, 0.0647, 0.1284, 0.0614, 0.0864, 0.0586



Below is a molecular structure, C28H36CrP2Si at a distorted geometry, with properties calculated with the ωB97M-V functional and the def2-TZVPD basis.

The geometry in XYZ format:
```
68
Properties=species:S:1:pos:R:3:forces:R:3
C 3.210365 -1.298843 -1.343789 -0.477 0.628 -1.052
C 1.915621 -1.849069 -1.668442 0.102 0.809 -0.774
C 1.129901 -0.804165 -2.296837 1.363 -0.165 -0.465
H 1.624234 -2.895060 -1.569613 0.015 0.446 0.116
C 1.941098 0.394051 -2.334219 0.096 -1.278 -0.198
C 3.224073 0.083341 -1.743412 -0.432 -0.970 -0.606
H 4.093746 0.737124 -1.726723 -0.324 -0.154 0.214
H 4.075423 -1.858203 -0.995104 -0.376 0.264 0.099
H 0.149068 -0.926261 -2.752825 0.216 0.109 0.386
H 1.674475 1.327077 -2.828669 -0.007 -0.281 0.342
Cr 1.598940 -0.205799 -0.269284 -0.922 0.186 1.248
C -0.399174 -0.070438 0.386669 2.834 -0.399 -0.147
H -0.638621 0.661217 -0.401527 -0.360 -0.503 0.479
H -0.666341 0.252607 1.388821 0.181 0.089 -0.150
H -0.679446 -1.119710 0.208806 -0.357 0.684 0.003
Si -2.918228 -0.199701 -0.595189 -1.427 0.380 0.551
C -4.118686 -1.545518 -0.127553 -0.032 -0.506 -0.001
C -4.008383 -2.707543 -0.914500 -0.389 -0.210 0.412
H -3.273363 -2.748246 -1.722544 -0.197 -0.023 0.244
C -4.825328 -3.816135 -0.672295 -0.022 0.051 -0.074
H -4.716887 -4.712961 -1.287872 -0.066 0.282 0.211
C -5.781177 -3.774906 0.346109 0.315 0.363 -0.113
H -6.418213 -4.639089 0.528643 0.131 0.230 -0.001
C -5.912144 -2.615652 1.119400 0.005 0.107 -0.036
H -6.671636 -2.584560 1.903860 0.258 0.041 -0.215
C -5.089557 -1.503115 0.891419 0.118 -0.527 -0.347
H -5.200903 -0.605756 1.498981 0.000 -0.200 -0.067
C -3.700275 0.870886 -1.897304 -0.350 0.793 -0.108
C -4.936100 0.518663 -2.464750 0.236 -0.026 -0.397
H -5.613012 -0.159221 -1.935894 0.356 0.064 -0.256
C -5.289556 0.990732 -3.734270 0.103 0.220 0.110
H -6.210021 0.651397 -4.208483 0.170 0.122 0.166
C -4.452377 1.882200 -4.407999 0.159 -0.024 0.155
H -4.700715 2.222782 -5.417480 0.058 -0.123 0.396
C -3.291845 2.354948 -3.781559 -0.031 0.036 0.246
H -2.656240 3.081730 -4.291295 -0.230 -0.144 0.157
C -2.935424 1.881808 -2.512759 -0.363 -0.394 -0.537
H -2.041233 2.263171 -2.008184 -0.135 -0.153 -0.295
H -1.913510 -0.884412 -1.412810 0.141 -0.166 -0.109
H -2.456728 0.555218 0.635930 -1.058 -0.191 -0.705
C 3.205928 -2.610168 1.656897 0.192 -0.489 0.340
P 2.383859 -1.007570 1.779711 0.833 0.536 0.162
C 1.440351 -1.066763 3.323278 -0.261 -0.141 0.370
C 3.721645 0.203870 2.163428 -0.214 0.428 -0.221
C 4.825183 -0.109582 2.953854 0.075 0.384 -0.082
C 5.789017 0.872195 3.215927 -0.151 -0.281 -0.078
C 5.650877 2.154119 2.690206 -0.107 0.124 0.025
C 4.538049 2.491425 1.911737 0.185 -0.433 0.182
C 3.573443 1.517351 1.643883 0.043 -0.104 0.180
P 2.069927 1.871949 0.648707 0.592 -0.012 0.554
C 2.539464 3.160638 -0.524029 -0.001 0.413 -0.089
C 0.920427 2.688013 1.792915 -0.137 0.163 -0.029
H 2.494729 -3.327927 1.227258 0.171 0.102 0.182
H 3.516807 -2.956574 2.651403 -0.033 -0.064 -0.271
H 4.079844 -2.558138 0.997105 -0.252 0.055 0.275
H 2.106897 -0.867306 4.176945 -0.215 -0.182 -0.288
H 0.634241 -0.321486 3.324513 0.220 -0.236 -0.048
H 1.002792 -2.070254 3.423186 -0.003 0.316 0.053
H 4.940659 -1.113195 3.360050 0.036 0.205 -0.048
H 6.652316 0.612347 3.827907 -0.190 0.153 -0.163
H 6.406390 2.909297 2.903422 -0.160 -0.193 -0.072
H 4.443348 3.499877 1.510052 0.010 -0.221 0.113
H 3.519928 2.934728 -0.957934 -0.249 0.091 0.054
H 1.787362 3.191775 -1.322712 0.211 0.109 0.192
H 2.563650 4.132076 -0.014877 0.099 -0.136 -0.253
H 0.997068 2.231526 2.786497 -0.083 0.103 -0.226
H 1.176707 3.752872 1.850261 -0.093 -0.224 0.166
H -0.102730 2.580316 1.414956 0.180 0.067 0.136
```
Positions in Å, forces in eV/Å.

HOMO level (spin up / spin down) = -0.3938 / -0.3920 hartree
Spin multiplicity = 4
Charge = +1
Calculated total energy = -3104.947451 Eh
Molecular weight = 514.63 g mol⁻¹
Gap between HOMO and LUMO (spin up / spin down) = 8.3 / 7.5 eV
Energy above the lowest of the compared OMol25 structures with the same formula, charge and spin = 0.0000 eV

Formally, the Löwdin partial charges of the atoms, in units of the elementary charge, are as follows: -0.1540, -0.1385, -0.1384, 0.1270, -0.1557, -0.1539, 0.1216, 0.1142, 0.1192, 0.1212, 0.2594, -0.3325, -0.0221, -0.0081, 0.0060, 0.7119, -0.3274, -0.1216, 0.0908, -0.0855, 0.1049, -0.0839, 0.1048, -0.0848, 0.1046, -0.0933, 0.1024, -0.3133, -0.0894, 0.1036, -0.0778, 0.1063, -0.0877, 0.1064, -0.0926, 0.1002, -0.1204, 0.0889, 0.0024, 0.0095, -0.2366, 0.8777, -0.2099, -0.3461, -0.0694, -0.0512, -0.0533, -0.0647, -0.3455, 0.8759, -0.2295, -0.2036, 0.0623, 0.0590, 0.0474, 0.0651, 0.0418, 0.0650, 0.1108, 0.1171, 0.1167, 0.1109, 0.0585, 0.0536, 0.0568, 0.0588, 0.0584, 0.0496



Below is a molecular structure, C25H23F2N4ORhSe2, with properties calculated with the ωB97M-V functional and the def2-TZVPD basis.

The geometry in XYZ format:
```
58
Properties=species:S:1:pos:R:3:forces:R:3
Rh 0.159200 -0.063300 0.067900 -0.899 -0.103 -0.275
Se 0.062500 -2.444100 1.419800 -0.055 0.342 -0.081
Se -1.825100 -0.597300 2.888000 -0.053 -0.345 0.124
C -0.340400 0.530100 3.206600 0.201 0.297 0.378
C -0.116700 0.989000 4.505000 -0.162 -0.168 -0.225
C 0.965900 1.816900 4.743700 0.173 -0.010 -0.240
C 1.768200 2.195100 3.673000 -0.212 -0.112 0.101
C 1.479000 1.689100 2.415400 0.238 0.252 0.200
N 0.465300 0.854400 2.190700 -0.119 -0.383 -0.428
C -1.101800 -2.878300 -0.007200 -0.137 -0.335 -0.045
C -1.727900 -4.113500 -0.134300 0.120 0.218 0.120
C -2.538200 -4.317600 -1.239100 0.011 0.168 -0.083
C -2.699600 -3.287300 -2.155300 0.086 -0.003 0.135
C -2.034500 -2.087800 -1.939700 -0.199 -0.157 -0.230
N -1.245200 -1.895600 -0.895400 0.413 0.331 0.415
H -0.779000 0.681200 5.301100 -0.035 0.061 0.049
H 1.182600 2.159200 5.744600 -0.023 0.063 0.052
H 2.604500 2.860000 3.815500 0.087 0.051 -0.045
H 2.091500 1.954900 1.561400 -0.020 -0.048 -0.002
H -1.577000 -4.881800 0.609200 0.008 -0.039 0.023
H -3.034200 -5.264600 -1.375100 -0.079 -0.117 -0.055
H -3.319800 -3.399500 -3.029100 -0.092 -0.047 -0.077
H -2.147600 -1.260100 -2.624600 0.066 0.006 -0.098
F -1.443500 1.487800 -4.805200 0.076 -0.011 -0.003
C -0.436500 1.064700 -4.044500 0.230 -0.083 0.340
C -0.690800 0.807500 -2.699200 -0.143 0.067 0.043
C 0.338300 0.357800 -1.893800 0.293 -0.069 -0.025
C 1.629800 0.169800 -2.425800 -0.143 0.129 -0.087
C 1.835600 0.446000 -3.783400 -0.349 -0.079 0.385
F 3.040600 0.273800 -4.323500 0.003 0.025 -0.007
C 0.815400 0.887200 -4.604000 -0.108 0.040 -0.026
C 2.634100 -0.256300 -1.464700 0.380 0.021 -0.302
C 3.992700 -0.454700 -1.719400 -0.112 0.007 0.099
C 4.838800 -0.801500 -0.683900 -0.309 0.040 0.113
C 4.307700 -0.971000 0.587700 -0.180 0.025 -0.091
C 2.950800 -0.784300 0.769600 0.438 -0.145 0.458
N 2.131900 -0.420900 -0.219600 0.183 -0.004 -0.183
H -1.693000 0.966500 -2.329500 -0.092 0.032 0.072
H 0.996300 1.089300 -5.648100 0.018 0.012 -0.086
H 4.387500 -0.328300 -2.712600 -0.086 0.038 -0.057
H 5.892400 -0.932100 -0.866100 0.144 -0.054 -0.019
H 4.926600 -1.249800 1.424400 0.022 -0.036 0.097
H 2.515500 -0.931500 1.751500 -0.047 0.082 -0.141
C -4.686000 2.768000 -0.258900 -0.691 0.052 -0.192
N -3.349000 2.307300 0.053000 0.361 -0.487 0.039
C -2.265000 3.259600 0.200200 0.562 0.147 0.133
C -3.077000 1.021400 0.225100 -0.196 0.162 -0.046
C -4.182900 0.024500 0.084900 0.099 -0.107 0.058
O -1.913300 0.653100 0.546100 0.537 0.108 -0.194
H -4.693600 3.850400 -0.348100 0.082 -0.053 0.051
H -5.393900 2.481400 0.522500 0.066 0.056 -0.058
H -5.031700 2.354000 -1.208400 0.007 0.053 0.048
H -2.633800 4.274700 0.104600 -0.097 -0.039 -0.042
H -1.496900 3.082400 -0.557500 -0.054 0.063 0.027
H -1.800000 3.142000 1.180600 -0.017 0.047 -0.033
H -4.904300 0.144900 0.892000 -0.115 0.066 0.026
H -3.780700 -0.983200 0.132300 0.065 0.012 -0.022
H -4.705900 0.164700 -0.856400 -0.143 -0.039 -0.086
```
Positions in Å, forces in eV/Å.

HOMO level (spin up / spin down) = -0.5103 / -0.5192 hartree
Spin multiplicity = 5
Charge = +2
Calculated total energy = -6373.297661 Eh
Molecular weight = 694.31 g mol⁻¹
Gap between HOMO and LUMO (spin up / spin down) = 8.0 / 6.2 eV
Energy above the lowest of the compared OMol25 structures with the same formula, charge and spin = 0.0447 eV

Formally, the Löwdin partial charges of the atoms, in units of the elementary charge, are as follows: 1.0277, 0.8741, 0.9918, -0.6738, -0.0725, -0.0113, -0.0093, -0.1191, -0.0650, -0.6803, -0.0640, -0.0176, -0.0095, -0.1113, -0.0148, 0.1134, 0.1298, 0.1234, 0.1204, 0.1170, 0.1265, 0.1215, 0.1069, 0.1108, -0.2523, -0.0434, -0.1535, -0.1013, -0.1934, 0.1132, 0.1081, -0.1741, 0.0412, -0.0013, -0.0150, -0.1550, -0.0570, 0.1058, 0.1497, 0.1216, 0.1287, 0.1226, 0.0826, -0.0078, -0.1130, 0.0020, -0.4907, 0.0258, -0.2477, 0.1013, 0.1086, 0.1042, 0.1007, 0.0935, 0.0971, 0.1081, 0.0771, 0.0985